(1)
16
Properties=species:S:1:pos:R:3 method="wB97M-V/def2-TZVPD" e_above_lowest_ev=2.415 smiles=CC[C@H]1C[C@H]1O e_homo_ev=-8.53 orbital_gap_ev=9.4 charge=0 fmax_ev_per_a=2.62 e_lumo_ha=0.031
C 0.101 -2.117 -0.380
C 0.665 -0.853 0.263
C -0.391 0.222 0.521
C 0.128 1.541 1.030
C -0.425 1.563 -0.316
O 0.358 1.716 -1.443
H -0.459 -1.866 -1.286
H -0.580 -2.645 0.299
H 0.898 -2.815 -0.662
H 1.205 -1.144 1.183
H 1.422 -0.400 -0.389
H -1.372 0.084 0.130
H -0.303 2.105 1.847
H 1.215 1.579 0.965
H -1.427 2.021 -0.371
H -0.169 1.374 -2.178

=====

(2)
29
Properties=species:S:1:pos:R:3 method="wB97M-V/def2-TZVPD" e_above_lowest_ev=0.000 smiles="C=C(C)C(=O)C(S)(C(=O)C(=C)C)[C@@H](N)Cl" e_homo_ev=-8.92 orbital_gap_ev=8.9 charge=0 fmax_ev_per_a=4.58 e_lumo_ha=-0.001
C -3.009 0.604 -1.895
C -1.909 0.010 -1.460
C -1.013 -0.742 -2.408
C -1.568 0.477 -0.061
O -2.130 1.187 0.686
C -0.161 -0.488 0.671
S -0.869 -2.235 0.834
C 1.126 -0.562 -0.105
O 1.552 -1.608 -0.592
C 1.855 0.689 -0.487
C 1.166 1.738 -0.954
C 3.306 0.626 -0.304
C 0.106 0.136 2.051
N -0.621 -0.277 3.181
Cl 1.953 -0.129 2.298
H -3.355 0.421 -2.895
H -3.774 1.065 -1.266
H -0.036 -0.848 -1.993
H -0.861 -0.294 -3.390
H -1.436 -1.711 -2.591
H 0.277 -2.530 0.157
H 1.650 2.645 -1.300
H 0.110 1.708 -1.173
H 3.635 0.426 -1.349
H 3.747 1.465 0.205
H 3.592 -0.305 0.282
H 0.178 1.302 2.144
H -0.453 -1.257 3.494
H -0.262 0.257 4.038

=====

(3)
23
Properties=species:S:1:pos:R:3 method="wB97M-V/def2-TZVPD" e_above_lowest_ev=4.606 smiles="CCC(=CN)CC.O" e_homo_ev=-7.51 orbital_gap_ev=8.2 charge=0 fmax_ev_per_a=7.47 e_lumo_ha=0.024
C 1.854 1.439 -0.218
C 1.194 0.241 0.216
C -0.288 0.077 0.544
C -1.205 0.925 0.029
N -0.961 2.178 -0.462
C -0.916 -1.173 1.235
C 0.178 -2.118 1.532
H 2.246 1.219 -1.224
H 1.237 2.455 -0.383
H 2.900 1.506 0.375
H 1.610 -0.791 -0.401
H 1.791 -0.077 1.220
H -2.275 0.621 -0.091
H -1.120 2.350 -1.482
H -0.187 2.716 -0.216
H -1.489 -0.873 2.066
H -1.726 -1.454 0.507
H 0.065 -2.983 0.999
H 0.133 -2.545 2.515
H 1.175 -1.914 1.244
O -1.549 -0.220 -2.811
H -1.848 -0.784 -2.025
H -0.817 -0.793 -3.169

=====

(4)
16
Properties=species:S:1:pos:R:3 method="wB97M-V/def2-TZVPD" e_above_lowest_ev=0.113 e_homo_ev=-9.72 orbital_gap_ev=10.5 charge=0 fmax_ev_per_a=0.60 e_lumo_ha=0.027
C -1.568 -0.886 1.382
N -0.769 -0.154 0.420
C 0.438 0.158 0.678
N 1.083 0.087 1.897
H -2.610 -0.838 1.086
H -1.488 -0.542 2.415
H -1.275 -1.938 1.422
H 1.055 0.597 -0.104
H 2.075 -0.112 1.875
H 0.611 -0.407 2.643
O -0.786 0.422 -2.287
H -1.014 1.338 -2.502
H -0.970 0.274 -1.334
O 1.908 1.020 -2.466
H 2.347 0.205 -2.723
H 0.962 0.775 -2.402

=====

(5)
14
Properties=species:S:1:pos:R:3 method="wB97M-V/def2-TZVPD" multiplicity=2 e_above_lowest_ev=1.562 e_homo_ev="-11.05 / -10.99" orbital_gap_ev="11.6 / 7.7" s2=0.7553 charge=0 fmax_ev_per_a=4.64 e_lumo_ha="0.019 / -0.122"
C 0.289 0.567 -0.080
O 0.744 -0.789 0.067
C 0.644 1.733 1.038
H 0.615 0.974 -1.076
H -0.851 0.636 -0.211
H 0.793 1.410 2.167
H 1.556 2.203 0.711
H -0.080 2.604 0.989
H -0.314 -1.855 0.466
H -1.647 -2.005 1.539
O -1.067 -2.534 0.976
H -0.767 -0.464 -2.554
H 0.099 -1.363 -1.487
O -0.013 -1.116 -2.544

=====

(6)
23
Properties=species:S:1:pos:R:3 method="wB97M-V/def2-TZVPD" multiplicity=2 e_above_lowest_ev=1.809 e_homo_ev="1.10 / -3.98" orbital_gap_ev="2.6 / 7.5" s2=0.7558 charge=-1 fmax_ev_per_a=3.64 e_lumo_ha="0.135 / 0.130"
C -1.501 -1.653 -2.555
C 0.373 -0.910 0.733
C -0.409 -1.805 1.538
C 0.095 -0.736 -0.645
C -0.816 -1.609 -1.201
C -1.082 -2.756 0.851
C -1.304 -2.682 -0.477
H 1.176 -0.308 1.069
H -0.521 -1.859 2.609
H 0.706 0.031 -1.167
H -1.502 -3.575 1.520
H -1.017 -1.206 -3.474
H -2.469 -1.267 -2.392
H -1.983 -3.327 -1.081
H -1.835 -2.681 -2.973
C 1.566 3.416 0.161
C 1.453 3.207 1.649
H 2.548 3.813 -0.067
H 1.555 2.436 -0.494
H 0.777 4.141 -0.054
H 0.485 3.045 2.101
H 1.725 4.047 2.285
H 1.979 2.238 2.061

=====

(7)
7
Properties=species:S:1:pos:R:3 method="wB97M-V/def2-TZVPD" e_above_lowest_ev=2.333 smiles=O[SiH2]S e_homo_ev=-9.04 orbital_gap_ev=8.2 charge=0 fmax_ev_per_a=4.14 e_lumo_ha=-0.031
O -1.885 0.133 -0.018
Si -0.148 0.494 0.014
S 2.414 0.048 0.150
H -2.250 0.105 -0.857
H -0.467 0.773 1.412
H 0.288 1.024 -1.257
H 2.670 -1.040 0.885

=====

(8)
25
Properties=species:S:1:pos:R:3 method="wB97M-V/def2-TZVPD" multiplicity=3 e_above_lowest_ev=4.197 e_homo_ev="-11.10 / -14.99" orbital_gap_ev="5.5 / 6.1" s2=2.0247 charge=+1 fmax_ev_per_a=3.79 e_lumo_ha="-0.207 / -0.327"
C 1.301 -0.293 -1.435
C -0.250 0.947 0.311
C -0.398 -0.627 0.568
C -1.439 1.585 -0.246
C 0.882 1.627 0.888
C -1.379 -1.354 -0.351
C -0.768 -0.794 2.043
N 1.445 -1.341 -0.709
N 2.069 -0.100 -2.610
O 1.672 -0.466 -3.710
O 3.006 0.585 -2.210
O 0.889 -1.307 0.543
H -2.106 1.107 -0.948
H -1.105 2.496 -0.658
H -2.033 1.960 0.549
H 1.050 2.616 0.551
H 1.855 0.984 0.806
H 0.745 1.638 1.973
H -1.330 -2.471 -0.200
H -1.178 -1.029 -1.345
H -2.457 -1.171 -0.252
H -1.449 0.014 2.396
H 0.170 -0.879 2.604
H -1.443 -1.714 2.060
H 2.250 -2.014 -0.617